[1]
10
Properties=species:S:1:pos:R:3 method="wB97M-V/def2-TZVPD" smiles=N#CCCO gap_ev=11.31 fmax_ev_per_a=4.41 multiplicity=1 e_tot_ha=-247.247065 homo_ev=-11.00 de_lowest_kcal_mol=37.76
N 2.68 -0.22 0.59
C 1.81 -0.26 -0.18
C 0.53 0.52 -0.27
C -0.60 -0.38 0.17
O -1.79 0.32 -0.16
H 0.47 1.49 0.22
H 0.52 0.69 -1.35
H -0.52 -0.57 1.25
H -0.54 -1.35 -0.35
H -2.54 -0.25 0.07



[2]
48
Properties=species:S:1:pos:R:3 method="wB97M-V/def2-TZVPD" gap_ev="5.06 / 7.08" fmax_ev_per_a=0.31 total_charge=-1 s_squared=3.7817 multiplicity=4 e_tot_ha=-6725.177155 homo_ev="-2.45 / -4.90" de_lowest_kcal_mol=0.00
Pd 0.04 -0.15 0.99
Br 1.18 -0.15 7.74
C 0.84 -0.11 5.86
C -0.49 -0.23 5.42
C -0.68 -0.20 4.05
N 0.30 -0.07 3.17
C 1.60 0.06 3.60
C 1.88 0.03 5.00
C 2.61 0.23 2.61
C 4.00 0.28 2.90
C 4.88 0.36 1.86
Br 6.75 0.43 2.23
C 4.45 0.40 0.52
C 3.09 0.39 0.32
N 2.19 0.32 1.30
H -1.32 -0.33 6.11
H -1.67 -0.30 3.62
H 2.89 0.11 5.37
H 4.36 0.25 3.91
H 5.15 0.45 -0.30
H 2.67 0.44 -0.68
O -1.96 -1.12 1.20
N -2.80 -0.58 0.34
C -3.63 -1.40 -0.34
C -4.56 -0.92 -1.22
C -4.62 0.46 -1.44
C -3.74 1.28 -0.77
C -2.79 0.77 0.12
S -1.64 1.74 0.95
H -3.49 -2.45 -0.11
H -5.20 -1.61 -1.74
H -5.33 0.88 -2.13
H -3.73 2.35 -0.93
C -0.94 -1.25 -4.33
C -0.07 -0.12 -3.76
C 1.34 -0.22 -4.34
C -0.69 1.23 -4.15
C -0.02 -0.24 -2.29
C 0.03 -0.36 -1.08
H -0.99 -1.19 -5.42
H -1.95 -1.19 -3.92
H -0.52 -2.22 -4.05
H 1.32 -0.15 -5.43
H 1.80 -1.17 -4.06
H 1.97 0.59 -3.96
H -0.74 1.33 -5.24
H -0.09 2.05 -3.75
H -1.70 1.32 -3.74



[3]
64
Properties=species:S:1:pos:R:3 method="wB97M-V/def2-TZVPD" gap_ev="8.22 / 8.37" fmax_ev_per_a=2.38 total_charge=+2 s_squared=3.7524 multiplicity=4 e_tot_ha=-2982.264930 homo_ev="-15.29 / -15.29" de_lowest_kcal_mol=0.00
Er 0.57 0.08 -0.31
P 2.83 -1.46 -0.54
C 2.95 -1.74 -2.37
C 1.61 -2.04 -3.01
N 0.48 -1.51 -2.46
C -0.69 -1.81 -3.11
C -0.76 -2.67 -4.21
C 0.41 -3.20 -4.75
C 1.62 -2.87 -4.14
C -1.99 -1.25 -2.60
P -1.80 0.28 -1.58
H 2.57 -3.29 -4.47
H -1.74 -2.91 -4.64
H 0.39 -3.85 -5.61
H -2.66 -0.98 -3.44
H -2.52 -2.00 -1.98
H 3.44 -0.85 -2.82
H 3.64 -2.61 -2.48
H 2.08 3.44 -3.07
O 2.48 2.68 -3.52
H 3.02 3.04 -4.26
H -0.40 4.10 -0.79
O -0.34 4.42 -1.71
H -0.70 5.33 -1.69
C -1.94 1.50 -2.93
H -2.93 1.40 -3.40
H -1.80 2.52 -2.55
H -1.17 1.28 -3.68
C -3.43 0.32 -0.78
H -3.47 1.21 -0.16
H -4.25 0.36 -1.51
H -3.55 -0.57 -0.17
C 2.93 -3.22 -0.05
H 3.89 -3.60 -0.43
H 2.90 -3.26 1.05
H 2.11 -3.79 -0.49
C 4.55 -0.93 -0.30
H 4.66 -0.65 0.75
H 5.20 -1.77 -0.55
H 4.74 -0.08 -0.97
C -3.42 0.78 3.30
C -2.21 0.04 3.80
C -0.79 0.69 3.67
C -0.76 2.18 4.10
C -1.57 3.21 3.35
C 0.14 -0.07 4.70
O -0.19 -0.22 5.87
N 1.37 -0.54 4.24
C 1.69 -0.87 2.94
O 2.71 -1.48 2.61
N 0.75 -0.40 2.01
C -0.19 0.51 2.30
O -0.54 1.21 1.26
H -3.68 1.63 3.94
H -4.27 0.10 3.39
H -3.36 1.09 2.25
H -2.33 -0.11 4.88
H -2.15 -0.96 3.34
H -1.12 2.15 5.14
H 0.30 2.47 4.12
H -2.64 3.05 3.42
H -1.37 4.17 3.84
H -1.28 3.29 2.30
H 1.98 -0.92 4.95



[4]
13
Properties=species:S:1:pos:R:3 method="wB97M-V/def2-TZVPD" smiles=O[C@H]1C[C@H]2N[C@@H]12 gap_ev=10.46 fmax_ev_per_a=0.74 multiplicity=1 e_tot_ha=-286.532543 homo_ev=-9.42 de_lowest_kcal_mol=62.19
O -0.40 2.07 -0.10
C -0.76 0.71 -0.22
C 0.01 -0.21 -1.23
C 0.39 -1.11 -0.06
N 1.15 -0.24 0.86
C -0.33 -0.25 0.90
H 0.39 2.10 0.45
H -1.83 0.79 -0.38
H 0.86 0.27 -1.72
H -0.63 -0.70 -1.98
H 0.52 -2.19 -0.04
H 1.48 -0.82 1.63
H -0.85 -0.50 1.82



[5]
78
Properties=species:S:1:pos:R:3 method="wB97M-V/def2-TZVPD" gap_ev=7.60 fmax_ev_per_a=0.71 multiplicity=1 e_tot_ha=-6786.940326 homo_ev=-7.41 de_lowest_kcal_mol=0.00
In 0.58 0.31 -0.84
Cl -5.65 -0.25 2.52
C -4.26 0.35 1.66
C -4.01 1.69 1.63
C -2.88 2.18 0.97
I -2.59 4.25 0.80
C -1.93 1.36 0.36
O -0.85 1.81 -0.18
C -2.27 -0.04 0.33
N -1.45 -0.83 -0.41
C -1.74 -2.09 -0.59
C -2.87 -2.69 0.00
C -3.69 -1.93 0.79
C -3.42 -0.55 0.97
H -4.70 2.38 2.10
H -1.08 -2.66 -1.23
H -3.09 -3.73 -0.18
H -4.55 -2.36 1.28
C -0.21 3.48 -2.60
C 1.16 2.93 -2.74
N 1.65 1.89 -2.11
C 2.99 1.70 -2.36
C 3.53 2.58 -3.23
S 2.34 3.71 -3.72
C 3.69 0.65 -1.63
C 5.04 0.58 -1.44
S 5.41 -0.80 -0.50
C 3.74 -1.20 -0.40
N 2.97 -0.35 -1.02
C 3.30 -2.44 0.29
H -0.29 4.00 -1.65
H -0.93 2.67 -2.58
H -0.44 4.17 -3.41
H 4.53 2.63 -3.61
H 5.81 1.26 -1.77
H 3.99 -3.25 0.08
H 2.30 -2.70 -0.04
H 3.29 -2.27 1.36
N -1.04 3.32 6.30
C -0.34 2.76 5.26
C 0.74 1.90 5.51
C 1.45 1.34 4.46
C 1.09 1.65 3.16
C 0.06 2.53 2.89
C -0.66 3.08 3.93
S 1.88 0.86 1.80
O 3.17 0.34 2.20
O 1.90 1.79 0.68
N 0.91 -0.33 1.25
C 0.74 -1.45 2.03
N 1.02 -1.37 3.34
C 0.89 -2.47 4.06
C 0.46 -3.67 3.53
C 0.19 -3.66 2.18
N 0.33 -2.58 1.42
H -0.96 2.88 7.20
H -1.94 3.72 6.10
H 1.01 1.68 6.53
H 2.27 0.67 4.64
H -0.16 2.78 1.86
H -1.47 3.77 3.73
H 1.12 -2.36 5.12
H 0.36 -4.56 4.14
H -0.14 -4.55 1.65
Br -2.56 -3.51 -8.12
C -1.84 -2.62 -6.61
C -2.10 -1.27 -6.44
C -1.59 -0.62 -5.33
C -0.81 -1.31 -4.40
C -0.55 -2.67 -4.60
C -1.07 -3.33 -5.70
C -0.29 -0.61 -3.19
O 0.62 -1.18 -2.51
O -0.79 0.49 -2.86
H -2.69 -0.73 -7.17
H -1.78 0.43 -5.16
H 0.06 -3.19 -3.88
H -0.88 -4.38 -5.86